A structure of composition C3H3NO2 in a non-equilibrium geometry, computed with wB97M-V/def2-TZVPD.

The geometry in ORCA input format:
```
! RIJCOSX wB97M-V def2-TZVPD def2/J DEFGRID3
* xyz 0 1
C -0.023 0.158 0.069
C -1.928 0.074 0.035
C 1.424 -0.015 0.048
N -0.954 1.112 0.222
O -3.108 -0.035 0.018
O -0.863 -0.872 -0.130
H 1.966 0.919 0.172
H 1.831 -0.381 -1.039
H 1.655 -0.960 0.605
*
```

Its HOMO-LUMO gap is 10.54 eV. For the electronic energy, the calculation gives -8743.0135 eV. For the energy relative to the best compared isomer or geometry (same formula, charge and spin), the calculation gives 204.33 kJ/mol.

For each atom in turn, the Löwdin charge in e is: atom 1 (C): -0.370, atom 2 (C): -0.444, atom 3 (C): 0.010, atom 4 (N): 0.180, atom 5 (O): 0.194, atom 6 (O): 0.076, atom 7 (H): 0.086, atom 8 (H): 0.157, atom 9 (H): 0.110

A cluster of 12 separate species, C33H90O15 in total in a non-equilibrium geometry, computed with wB97M-V/def2-TZVPD.

The geometry in ORCA input format:
```
! RIJCOSX wB97M-V def2-TZVPD def2/J DEFGRID3
* xyz 0 1
C 2.950 2.494 1.466
C 2.445 3.888 1.124
C 3.063 4.296 -0.245
O 1.026 3.801 1.120
H 2.644 2.185 2.465
H 4.038 2.555 1.453
H 2.601 1.773 0.726
H 2.759 4.654 1.834
H 4.143 4.391 -0.132
H 2.669 5.240 -0.620
H 2.865 3.565 -1.028
H 0.755 3.679 2.033
C 6.179 -1.467 -1.888
C 5.521 -0.357 -1.056
C 4.499 0.435 -1.820
O 4.797 -0.875 0.083
H 5.421 -2.114 -2.329
H 6.865 -2.091 -1.315
H 6.625 -1.013 -2.773
H 6.268 0.352 -0.699
H 4.961 0.628 -2.789
H 4.243 1.404 -1.392
H 3.505 -0.008 -1.869
H 4.140 -1.473 -0.281
C 1.704 -1.846 4.503
C 0.551 -2.888 4.688
C 0.237 -3.098 6.164
O -0.621 -2.470 4.015
H 2.395 -1.926 5.341
H 1.302 -0.834 4.543
H 2.244 -1.925 3.560
H 0.864 -3.818 4.215
H 0.082 -2.185 6.738
H 1.093 -3.454 6.738
H -0.547 -3.829 6.363
H -1.289 -3.138 4.181
C -4.523 3.989 2.635
C -3.692 4.015 1.336
C -2.195 4.077 1.623
O -3.893 2.870 0.505
H -4.492 4.991 3.063
H -4.132 3.194 3.270
H -5.567 3.776 2.406
H -3.920 4.878 0.711
H -1.990 4.850 2.364
H -1.648 4.175 0.685
H -1.787 3.193 2.114
H -3.224 2.897 -0.183
C -3.867 -2.605 -1.295
C -5.148 -3.109 -1.925
C -5.587 -2.401 -3.169
O -4.922 -4.414 -2.056
H -3.723 -3.037 -0.305
H -3.898 -1.524 -1.161
H -2.987 -2.909 -1.861
H -5.986 -3.070 -1.229
H -5.733 -1.336 -2.983
H -6.484 -2.875 -3.566
H -4.809 -2.416 -3.932
H -5.689 -4.675 -2.571
C 1.429 1.956 5.833
C 0.718 3.057 5.109
C 1.621 4.298 4.776
O 0.232 2.567 3.917
H 1.949 2.324 6.718
H 2.218 1.521 5.220
H 0.708 1.192 6.123
H -0.144 3.394 5.685
H 1.193 4.998 4.058
H 2.552 3.910 4.364
H 1.914 4.770 5.714
H -0.293 1.775 4.054
C -1.901 -1.454 -4.441
C -1.788 -2.785 -5.111
C -2.285 -2.924 -6.570
O -0.445 -3.088 -5.278
H -1.309 -0.723 -4.991
H -1.459 -1.409 -3.445
H -2.935 -1.113 -4.378
H -2.183 -3.533 -4.424
H -2.085 -2.055 -7.197
H -3.361 -2.970 -6.406
H -1.849 -3.773 -7.097
H 0.053 -3.136 -4.459
C -3.731 -0.210 3.348
C -3.020 0.336 4.590
C -3.228 -0.449 5.874
O -1.694 0.346 4.186
H -4.797 -0.374 3.509
H -3.344 -1.171 3.010
H -3.701 0.577 2.595
H -3.288 1.378 4.767
H -2.474 -0.085 6.571
H -3.151 -1.517 5.667
H -4.196 -0.269 6.343
H -1.375 -0.520 3.921
C 3.362 -1.230 -5.813
C 2.053 -0.480 -5.875
C 1.641 0.052 -4.538
O 2.133 0.639 -6.665
H 3.499 -1.997 -5.051
H 4.213 -0.558 -5.694
H 3.416 -1.787 -6.749
H 1.288 -1.119 -6.317
H 0.621 0.434 -4.571
H 2.289 0.878 -4.245
H 1.743 -0.736 -3.791
H 3.009 1.022 -6.581
O 0.452 -3.315 -2.592
C 1.824 -3.749 -2.546
C 2.528 -3.715 -1.121
O 2.874 -2.403 -0.694
H 0.432 -2.531 -2.038
H 1.844 -4.782 -2.895
H 2.428 -3.166 -3.240
H 3.410 -4.332 -0.948
H 1.758 -4.090 -0.447
H 2.122 -1.839 -0.888
O 0.532 -0.958 -1.125
C -0.438 -1.308 -0.133
C -0.146 -0.501 1.153
O -0.493 0.840 0.851
H 0.637 -0.003 -1.141
H -1.377 -1.020 -0.606
H -0.466 -2.372 0.099
H 0.880 -0.637 1.497
H -0.824 -0.844 1.935
H 0.036 1.411 1.412
O 0.932 1.757 -1.433
C 0.188 2.616 -2.335
C -1.304 2.168 -2.512
O -1.901 1.984 -1.246
H 0.938 2.146 -0.555
H 0.351 3.673 -2.121
H 0.572 2.510 -3.349
H -1.474 1.194 -2.970
H -1.907 2.811 -3.154
H -1.322 1.433 -0.715
*
```

Its HOMO-LUMO gap is 9.66 eV. For the electronic energy, the calculation gives -66390.6512 eV. As for the SMILES: CC(C)O.CC(C)O.CC(C)O.CC(C)O.CC(C)O.CC(C)O.CC(C)O.CC(C)O.CC(C)O.OCCO.OCCO.OCCO. For the energy relative to the best compared isomer or geometry (same formula, charge and spin), the calculation gives 71.99 kJ/mol.

Atom charges from the Löwdin analysis, given in e for atoms 1 to 99: atom 1 (C): -0.045, atom 2 (C): -0.458, atom 3 (C): -0.039, atom 4 (O): -0.061, atom 5 (H): 0.067, atom 6 (H): 0.089, atom 7 (H): 0.071, atom 8 (H): 0.128, atom 9 (H): 0.082, atom 10 (H): 0.077, atom 11 (H): 0.057, atom 12 (H): 0.044, atom 13 (C): -0.046, atom 14 (C): -0.460, atom 15 (C): -0.063, atom 16 (O): -0.082, atom 17 (H): 0.067, atom 18 (H): 0.079, atom 19 (H): 0.072, atom 20 (H): 0.132, atom 21 (H): 0.077, atom 22 (H): 0.063, atom 23 (H): 0.066, atom 24 (H): -0.004, atom 25 (C): -0.023, atom 26 (C): -0.452, atom 27 (C): -0.060, atom 28 (O): -0.072, atom 29 (H): 0.079, atom 30 (H): 0.057, atom 31 (H): 0.075, atom 32 (H): 0.132, atom 33 (H): 0.081, atom 34 (H): 0.077, atom 35 (H): 0.079, atom 36 (H): 0.095, atom 37 (C): -0.037, atom 38 (C): -0.474, atom 39 (C): -0.065, atom 40 (O): -0.064, atom 41 (H): 0.078, atom 42 (H): 0.061, atom 43 (H): 0.075, atom 44 (H): 0.127, atom 45 (H): 0.082, atom 46 (H): 0.073, atom 47 (H): 0.063, atom 48 (H): 0.032, atom 49 (C): -0.046, atom 50 (C): -0.594, atom 51 (C): -0.040, atom 52 (O): -0.012, atom 53 (H): 0.079, atom 54 (H): 0.081, atom 55 (H): 0.072, atom 56 (H): 0.135, atom 57 (H): 0.090, atom 58 (H): 0.084, atom 59 (H): 0.063, atom 60 (H): 0.098, atom 61 (C): -0.055, atom 62 (C): -0.502, atom 63 (C): -0.024, atom 64 (O): -0.066, atom 65 (H): 0.084, atom 66 (H): 0.081, atom 67 (H): 0.076, atom 68 (H): 0.136, atom 69 (H): 0.077, atom 70 (H): 0.068, atom 71 (H): 0.078, atom 72 (H): 0.052, atom 73 (C): -0.058, atom 74 (C): -0.505, atom 75 (C): -0.030, atom 76 (O): -0.073, atom 77 (H): 0.073, atom 78 (H): 0.064, atom 79 (H): 0.074, atom 80 (H): 0.133, atom 81 (H): 0.078, atom 82 (H): 0.067, atom 83 (H): 0.080, atom 84 (H): 0.044, atom 85 (C): -0.035, atom 86 (C): -0.489, atom 87 (C): -0.040, atom 88 (O): -0.079, atom 89 (H): 0.079, atom 90 (H): 0.079, atom 91 (H): 0.076, atom 92 (H): 0.133, atom 93 (H): 0.079, atom 94 (H): 0.075, atom 95 (H): 0.080, atom 96 (H): 0.043, atom 97 (C): -0.039, atom 98 (C): -0.533, atom 99 (C): -0.054